53
Properties=species:S:1:pos:R:3:forces:R:3:nbo_charge:R:1 method="wB97M-V/def2-TZVPD" charge=+2 lumo_ev="-7.0 / -9.2" mol_weight_g_mol=595.6 gap_ha="0.2910 / 0.2328" de_lowest_kcal_mol=0.0 spin_multiplicity=5 e_tot_ev=-49629.6510
C 0.734167 3.379814 -3.216874 0.3 0.1 -0.1 -0.13
C -0.560393 3.016371 -2.853078 -0.3 -0.5 0.1 -0.19
C -0.765336 1.838121 -2.130906 0.1 0.6 -0.3 -0.10
C 0.339958 1.065309 -1.766638 0.9 -0.3 -0.4 -0.27
C 1.640208 1.417995 -2.150721 -0.2 0.5 -0.3 -0.02
C 1.834298 2.587031 -2.881415 0.0 -0.2 0.0 -0.18
C -2.135320 1.439014 -1.674727 -0.3 0.2 0.7 -0.48
C -2.311549 -0.076776 -1.560000 -0.7 0.6 -0.7 -0.17
N -2.043452 -0.736526 -2.876947 0.2 -0.2 -1.2 -0.38
Os 0.115009 -0.158826 -0.137585 -1.7 1.1 1.8 0.82
C 2.775457 0.565110 -1.692543 0.1 -0.3 0.4 -0.75
P 2.088453 -0.866110 -0.696755 4.6 -0.2 -2.6 1.23
H -1.432257 3.626363 -3.114065 0.5 -0.1 0.0 0.24
H 2.856553 2.850733 -3.163486 -0.4 0.2 0.0 0.25
H 0.891575 4.300832 -3.769678 0.0 -0.1 0.1 0.25
H 3.476330 1.109869 -1.038043 -0.3 -0.1 -0.2 0.28
H 3.358873 0.171033 -2.535773 0.0 0.0 0.2 0.27
H -2.333975 1.861427 -0.668857 0.0 -0.1 -0.4 0.27
H -2.887290 1.899614 -2.339478 0.1 -0.4 0.3 0.26
H -1.685479 -0.636923 -0.798976 -0.7 0.2 -0.5 0.14
C 3.445290 -1.194781 0.453375 -0.6 -0.2 0.7 -0.96
C 2.187102 -2.243691 -1.874175 -0.6 -0.4 0.2 -0.95
H -3.355932 -0.321791 -1.309993 0.4 -0.1 0.1 0.27
C -3.162855 -0.498791 -3.865036 -0.9 -0.1 0.0 -0.42
C -1.808625 -2.215306 -2.697878 0.2 -0.1 0.1 -0.41
H 0.663932 -1.073913 1.125649 0.3 -0.7 0.0 -0.02
H -3.718023 -1.437750 -3.982027 -0.1 0.5 0.1 0.24
H -3.809269 0.313414 -3.501835 0.2 -0.4 -0.3 0.24
H -2.730839 -0.230858 -4.828113 0.0 0.0 0.1 0.25
H -2.325930 -2.744914 -3.497395 0.3 -0.1 0.1 0.25
H -0.734903 -2.433364 -2.715173 -0.3 0.1 0.0 0.24
H -2.238007 -2.505828 -1.729462 0.1 0.0 -0.4 0.24
H 3.209328 -2.372699 -2.251361 -0.2 0.1 0.2 0.28
H 1.874427 -3.150788 -1.339733 0.1 0.0 -0.3 0.26
H 1.511265 -2.061123 -2.715696 0.2 -0.1 0.1 0.24
H 4.417956 -1.075239 -0.042303 -0.4 0.0 -0.1 0.28
H 3.374600 -0.509966 1.306131 0.1 -0.1 -0.1 0.28
H 3.333696 -2.223733 0.812376 0.2 0.2 0.1 0.27
H -1.265841 -0.299903 -3.424383 0.0 -0.3 1.5 0.47
C -1.055086 0.962898 2.274746 0.2 0.6 0.6 -0.58
C 0.236773 1.767394 2.036307 0.9 1.2 0.7 0.09
O 0.949953 1.305982 0.943372 -0.6 0.0 -0.5 -0.67
C -0.109722 3.285662 1.706099 -0.1 0.8 0.4 0.97
F -0.614616 3.947048 2.787609 0.6 -0.9 -1.3 -0.30
F 0.945566 3.972465 1.223934 -1.0 -0.8 0.5 -0.29
F -1.078609 3.315184 0.731718 0.6 -0.2 0.6 -0.34
C 1.281986 1.721351 3.238464 0.0 0.3 0.8 0.97
F 0.779008 2.242217 4.391916 0.5 -0.7 -1.4 -0.30
F 1.626211 0.425280 3.480454 -0.4 0.8 -0.3 -0.32
F 2.417643 2.386764 2.920233 -1.2 -0.6 0.2 -0.30
H -1.896921 1.662784 2.371604 0.1 -0.5 0.0 0.27
H -0.962547 0.339178 3.175550 -0.2 0.0 -0.5 0.28
H -1.239140 0.305443 1.374372 -0.4 0.3 0.9 0.12



67
Properties=species:S:1:pos:R:3:forces:R:3:nbo_charge:R:1 method="wB97M-V/def2-TZVPD" lumo_ev=-0.7 mol_weight_g_mol=603.4 gap_ha=0.2939 smiles="O=C1C=CC(=O)c2cc(F)ccc21.C[N+](=O)[O-].C[N+](=O)[O-].C[N+](=O)[O-].C[N+](=O)[O-].C[N+](=O)[O-].C[N+](=O)[O-].C[N+](=O)[O-]" de_lowest_kcal_mol=142.1 spin_multiplicity=1 e_tot_ev=-63932.5510
O 1.211103 3.784217 3.061123 -0.9 -3.7 -1.1 -0.51
C 1.026854 2.589118 2.744322 0.4 0.9 0.2 0.53
C 0.183697 1.561065 3.654711 1.3 -2.4 -0.3 -0.27
C 0.610044 0.204417 3.789020 -0.1 2.7 -1.1 -0.25
C 1.933864 -0.270739 3.001590 0.9 -0.6 0.5 0.52
O 2.765327 -1.074048 3.485377 -3.0 2.5 -1.8 -0.50
C 2.118218 0.414407 1.563243 0.3 1.5 -3.0 -0.08
C 2.722478 -0.367783 0.328468 -1.1 3.8 -0.3 -0.23
C 2.838508 0.412272 -1.049518 -1.4 1.7 3.2 0.40
F 3.350936 -0.278543 -2.192201 -1.1 1.7 2.5 -0.36
C 2.399414 1.913091 -1.180988 -0.2 -2.0 3.2 -0.26
C 1.806178 2.676099 0.058068 1.1 -3.8 1.0 -0.16
C 1.650912 1.929762 1.420123 1.3 -2.0 -2.2 -0.12
H -0.757083 1.929954 4.192635 1.7 -0.4 -0.8 0.24
H 0.013942 -0.549679 4.409389 1.3 1.3 -0.9 0.27
H 3.038005 -1.464647 0.434481 -0.5 2.0 -0.3 0.26
H 2.499625 2.457899 -2.165907 0.0 -1.0 1.5 0.25
H 1.471804 3.770939 0.036225 0.7 -1.9 -0.3 0.26
C -2.524826 -3.435833 5.798351 -0.2 -0.2 -0.1 -0.48
N -1.461960 -2.446183 5.486224 0.0 -0.1 0.1 0.54
O -1.795514 -1.428156 4.896919 0.1 -0.3 0.2 -0.39
O -0.331464 -2.721766 5.841268 -0.5 0.3 -0.2 -0.36
H -3.474722 -3.059445 5.425354 0.2 0.0 0.1 0.23
H -2.259080 -4.369769 5.304508 0.1 0.1 0.1 0.23
H -2.555449 -3.554640 6.879450 0.1 -0.1 -0.2 0.26
C 2.467853 -2.736400 -3.946502 0.2 0.4 0.0 -0.49
N 1.570954 -3.582704 -3.116455 -0.1 0.0 0.2 0.53
O 1.190739 -3.122704 -2.053878 0.1 -0.3 -0.4 -0.37
O 1.280058 -4.680457 -3.562479 0.0 0.4 0.2 -0.39
H 2.640202 -1.794038 -3.429279 -0.1 -0.3 0.0 0.25
H 3.402308 -3.279916 -4.079320 -0.2 0.0 -0.1 0.23
H 1.969449 -2.567521 -4.900138 0.1 -0.2 0.1 0.23
C 0.643572 4.411475 -4.862596 -0.1 0.0 -0.3 -0.48
N 1.740931 4.114656 -3.905882 0.0 0.1 0.1 0.54
O 2.752055 3.594835 -4.351931 -0.2 0.1 0.3 -0.40
O 1.550659 4.412182 -2.741337 0.2 -0.1 -0.6 -0.36
H 0.950559 4.094659 -5.857226 0.1 0.0 0.2 0.23
H -0.235710 3.858109 -4.534985 0.1 0.1 0.1 0.25
H 0.467376 5.485906 -4.836702 -0.1 -0.1 0.1 0.24
C 5.395343 3.472988 -6.080455 -0.1 -0.2 0.2 -0.48
N 6.577116 4.098050 -6.729663 0.3 0.0 -0.1 0.53
O 7.667455 3.600500 -6.508093 -0.4 0.3 -0.2 -0.37
O 6.366866 5.066983 -7.439158 0.2 -0.4 0.3 -0.38
H 5.729471 2.627239 -5.483054 0.0 0.2 -0.1 0.23
H 4.928177 4.228370 -5.451224 0.0 -0.1 -0.2 0.24
H 4.721863 3.144893 -6.870809 0.0 0.2 0.1 0.23
C -2.492293 0.184860 0.037734 -0.2 -0.2 0.2 -0.49
N -1.319744 0.818043 -0.617577 0.2 -0.1 0.0 0.54
O -0.225455 0.333306 -0.394323 -0.6 0.2 -0.3 -0.36
O -1.540816 1.781067 -1.334355 0.2 -0.3 0.2 -0.40
H -2.146771 -0.653069 0.640324 0.1 0.2 -0.1 0.23
H -2.967392 0.939559 0.663273 0.0 0.0 -0.2 0.23
H -3.163178 -0.156416 -0.748712 0.0 0.2 0.1 0.25
C -6.407373 -2.307578 8.500612 -0.3 -0.1 0.1 -0.49
N -5.036504 -2.767078 8.157155 0.1 -0.1 0.0 0.53
O -4.801796 -3.959395 8.258906 0.1 0.5 -0.1 -0.37
O -4.243476 -1.914153 7.797123 -0.3 -0.4 0.2 -0.38
H -7.000274 -3.168690 8.801958 0.2 0.1 -0.1 0.23
H -6.318998 -1.594187 9.318718 0.0 0.0 -0.2 0.24
H -6.829159 -1.840148 7.611944 0.1 0.1 0.1 0.24
C -3.634676 -3.274753 -3.323512 0.2 -0.2 -0.2 -0.48
N -3.710403 -1.935077 -2.684744 0.1 0.1 -0.1 0.53
O -2.833248 -1.133576 -2.956669 -0.4 -0.2 0.2 -0.37
O -4.648747 -1.735363 -1.931553 0.4 0.0 -0.2 -0.38
H -2.754775 -3.308985 -3.962569 -0.1 0.1 0.1 0.24
H -3.562461 -4.014350 -2.527408 -0.1 0.1 -0.1 0.24
H -4.542879 -3.410922 -3.908992 0.0 0.0 0.2 0.24